# 1
{"formula": "C3H2F2O", "method": "ωB97M-V/def2-TZVPD", "homo_energy_ev": [-8.0, -9.6], "spin_multiplicity": 3, "s_squared": 2.026, "elements": ["H", "C", "C", "C", "H", "F", "O", "F"], "xyz": [[0.489, -0.224, -1.448], [0.443, -0.549, -0.322], [-1.251, 0.559, 0.707], [1.149, 0.481, 0.512], [-2.334, 0.580, 0.814], [0.927, -1.787, -0.003], [-0.945, -0.530, 0.030], [1.523, 1.470, -0.291]], "mulliken_charge": [0.190, 0.546, -0.267, -0.068, 0.237, -0.234, -0.219, -0.185]}


# 2
{"formula": "C3H2F2OS", "method": "ωB97M-V/def2-TZVPD", "homo_energy_ev": [-10.5, -10.5], "elements": ["O", "C", "H", "C", "C", "S", "F", "F", "H"], "xyz": [[1.272, -0.122, 1.928], [-1.193, 0.306, 0.929], [-1.218, 0.975, -0.078], [1.399, -0.232, -2.348], [0.963, -0.331, -1.234], [0.370, -0.832, 1.053], [-1.118, 1.137, 1.983], [-2.322, -0.517, 1.009], [1.847, -0.385, -3.242]], "mulliken_charge": [-0.386, 0.294, 0.245, -0.150, -0.551, 0.546, -0.197, -0.226, 0.425]}


ΔE to the lowest compared entry with this formula, charge and spin? In order: 286.8; 493.1 kJ/mol.
Molecular weight? In order: 92.04; 124.11 Da.